Record 1
DFT (ωB97M-V with the def2-TZVPD basis set) results for a cluster of 2 separate species, C40H39N3O6 in total.

The geometry in XYZ format:
```
88
Properties=species:S:1:pos:R:3
C -4.7404 -0.1378 -4.2997
N -4.7031 -0.2439 -2.8368
C -5.5431 -1.2067 -2.2225
C -5.6903 -2.4823 -2.8042
C -6.3275 -3.5054 -2.1041
C -6.9026 -3.2551 -0.8538
C -6.9160 -1.9498 -0.3495
C -6.2317 -0.9379 -1.0220
C -3.5878 0.2906 -2.2033
C -3.5026 0.4224 -0.7989
C -2.3716 0.9279 -0.1868
C -1.1857 1.2036 -0.9181
C 0.0412 1.6377 -0.2928
C 1.3198 1.1721 -0.7356
C 2.4843 1.9921 -0.7225
C 3.6542 1.5846 -1.3379
C 3.7925 0.2654 -1.8186
N 4.9563 -0.1297 -2.5003
C 5.3416 0.5708 -3.7271
C 5.6229 -1.3242 -2.1812
C 5.9235 -2.2773 -3.1697
C 6.4786 -3.5055 -2.8069
C 6.8363 -3.7438 -1.4722
C 6.6271 -2.7552 -0.4978
C 5.9797 -1.5699 -0.8405
C 2.7012 -0.6243 -1.6622
C 1.4824 -0.1630 -1.2021
C -1.2817 1.0543 -2.3282
C -2.4462 0.6638 -2.9612
H -4.5739 0.9099 -4.5933
H -3.9652 -0.7691 -4.7578
H -5.7221 -0.4483 -4.6676
H -5.2468 -2.6699 -3.7829
H -6.3697 -4.5039 -2.5417
H -7.3503 -4.0722 -0.2838
H -7.4505 -1.7177 0.5663
H -6.2258 0.0748 -0.6235
H -4.3373 0.1237 -0.1680
H -2.3869 1.0776 0.8855
H -0.0004 2.5244 0.3409
H 2.4211 2.9811 -0.2653
H 4.5085 2.2609 -1.4254
H 6.4289 0.5364 -3.8669
H 4.8659 0.1094 -4.6053
H 5.0288 1.6160 -3.6665
H 5.6622 -2.0776 -4.2093
H 6.6068 -4.2863 -3.5637
H 7.2636 -4.7076 -1.1885
H 6.9378 -2.9169 0.5368
H 5.7628 -0.8146 -0.0851
H 2.8097 -1.6726 -1.9482
H 0.6182 -0.8253 -1.1627
H -0.3951 1.2883 -2.9112
H -2.4575 0.5957 -4.0513
C -2.7470 -2.5392 2.1941
C -1.2990 -2.1548 2.1250
O -1.2510 -0.7217 2.3314
C 0.0029 -0.2373 2.2126
C 0.1664 1.1938 2.4640
C -0.9952 2.1000 2.5722
O -1.0229 3.2681 2.1768
O -2.1142 1.5508 3.0961
C -3.2434 2.4792 3.1721
C -4.3815 1.6398 3.6838
C 1.4499 1.6767 2.8324
C 1.6966 3.0922 2.8949
C 2.9209 3.6152 3.2681
C 3.9318 2.7423 3.7170
N 4.9517 3.2361 4.5726
O 5.7522 2.4158 5.0789
O 4.9947 4.4631 4.8243
C 3.7847 1.3506 3.5721
C 2.5624 0.8350 3.1807
O 0.9164 -0.9890 1.8634
H -2.8316 -3.6289 2.1887
H -3.2321 -2.1718 3.1023
H -3.2786 -2.1424 1.3225
H -0.7133 -2.6476 2.9147
H -0.8588 -2.3947 1.1458
H -2.9771 3.2949 3.8587
H -3.4567 2.8837 2.1697
H -5.2856 2.2462 3.7778
H -4.5809 0.8181 2.9830
H -4.1549 1.2116 4.6671
H 0.8839 3.7694 2.6492
H 3.0931 4.6909 3.2853
H 4.6207 0.7081 3.8437
H 2.4514 -0.2437 3.1541
```

Summary:
Charge ... 0
LUMO energy ... -0.0704 Ha
Largest force on an atom ... 2.7 eV/A
Multiplicity ... 1

---

Record 2
DFT (ωB97M-V with the def2-TZVPD basis set) results for a structure of composition C40H40BN9O4P2Ti.

The geometry in XYZ format:
```
97
Properties=species:S:1:pos:R:3
Ti -0.4833 -0.2964 0.6631
C -1.1152 -0.1570 4.9407
C -0.4949 0.3147 3.7821
N -0.7266 -0.5145 2.7747
N -1.5256 -1.4901 3.2320
C -1.7668 -1.3056 4.5409
B -2.0905 -2.5122 2.2780
N -3.0239 -1.8976 1.2198
C -3.9052 -2.7594 0.6546
C -3.7043 -2.8173 -0.6991
C -2.6311 -1.9389 -0.9194
N -2.2677 -1.3390 0.2028
N -1.0191 -3.1625 1.3709
C -1.0499 -4.3462 0.7459
C 0.0501 -4.4454 -0.0898
C 0.6993 -3.2274 0.0674
N 0.0735 -2.4592 0.9576
N -2.9659 -3.4787 3.0184
C -2.7505 -4.7691 3.3852
C -3.8264 -5.1821 4.1272
C -4.6614 -4.0504 4.1775
N -4.1394 -3.0295 3.5226
H -1.1058 0.2812 5.9223
H 0.1002 1.2006 3.6312
H -2.4017 -1.9866 5.0821
H -4.6144 -3.2803 1.2760
H -4.2409 -3.3996 -1.4274
H -2.1413 -1.6929 -1.8490
H -1.8666 -5.0305 0.8983
H 0.3161 -5.2676 -0.7296
H 1.5796 -2.8596 -0.4353
H -1.8386 -5.2831 3.1338
H -3.9798 -6.1461 4.5792
H -5.6182 -3.9416 4.6632
O 0.0690 -0.3043 -1.3509
P 0.4895 0.9420 -2.1141
C 1.5025 2.0326 -1.0932
P 2.4152 1.1285 0.1809
O 1.4734 0.3213 1.0513
C 3.2582 2.3862 1.1170
C 4.6327 2.3510 1.3325
C 5.2308 3.3416 2.0977
C 4.4596 4.3574 2.6416
C 3.0866 4.3935 2.4289
C 2.4796 3.4105 1.6672
C 3.6105 0.0796 -0.6352
C 3.8044 -1.2086 -0.1464
C 4.7119 -2.0530 -0.7718
C 5.4209 -1.6090 -1.8781
C 5.2383 -0.3182 -2.3602
C 4.3375 0.5282 -1.7380
C -0.9043 1.9397 -2.6185
C -0.7131 3.2591 -3.0288
C -1.8018 4.0365 -3.3858
C -3.0822 3.5038 -3.3262
C -3.2777 2.1965 -2.9056
C -2.1899 1.4133 -2.5520
C 1.4748 0.4368 -3.5202
C 1.6730 -0.9251 -3.7282
C 2.4746 -1.3510 -4.7773
C 3.0744 -0.4216 -5.6130
C 2.8722 0.9391 -5.4104
C 2.0721 1.3698 -4.3661
H 0.8181 2.7170 -0.5707
H 2.1966 2.6181 -1.6994
H 5.2331 1.5552 0.9098
H 6.2985 3.3188 2.2694
H 4.9305 5.1287 3.2368
H 2.4905 5.1890 2.8553
H 1.4069 3.4428 1.5004
H 3.2439 -1.5394 0.7199
H 4.8683 -3.0541 -0.3921
H 6.1264 -2.2693 -2.3655
H 5.7968 0.0262 -3.2202
H 4.2034 1.5347 -2.1165
H 0.2780 3.6964 -3.0461
H -1.6533 5.0616 -3.6963
H -3.9323 4.1151 -3.5988
H -4.2778 1.7877 -2.8455
H -2.3408 0.4039 -2.1999
H 1.2063 -1.6396 -3.0625
H 2.6310 -2.4090 -4.9408
H 3.6990 -0.7553 -6.4313
H 3.3336 1.6615 -6.0703
H 1.9119 2.4321 -4.2198
N -3.4577 0.8879 2.4577
C -3.8581 1.4655 1.1565
C -3.1296 2.7800 0.9228
C -1.6439 2.6539 0.6557
O -0.9213 3.6057 0.4396
O -1.1584 1.4220 0.6590
H -3.6133 -0.1560 2.4099
H -4.1434 1.2504 3.1170
H -4.9343 1.6310 1.0567
H -3.5824 0.7722 0.3591
H -3.2372 3.4398 1.7877
H -3.5460 3.3194 0.0677
```

Summary:
Relative energy (zero: lowest compared OMol25 entry of this formula, charge and spin) ... 0.3698 eV
Charge ... +1
LUMO energy (alpha / beta) ... -0.0762 / -0.0763 Ha
Largest force on an atom ... 1.6 eV/A
Multiplicity ... 2

---

Record 3
DFT (ωB97M-V with the def2-TZVPD basis set) results for a structure of composition C40H40Br2N7O9SbZr.

The geometry in XYZ format:
```
100
Properties=species:S:1:pos:R:3
Zr -0.4561 0.3258 0.3450
N 1.8597 0.5108 0.3664
C 2.7596 0.0148 1.4450
C 2.1021 -0.0073 2.8215
C 1.1309 -1.1702 3.0035
N -0.1982 -0.9605 2.3522
H 2.2434 0.2029 -0.5301
H 1.9245 1.5238 0.3439
H 3.6628 0.6242 1.4812
H 3.0688 -0.9994 1.1906
H 1.6058 0.9412 3.0249
H 2.8901 -0.1250 3.5659
H 0.9835 -1.3541 4.0681
H 1.5817 -2.0679 2.5789
H -0.7717 -0.4132 2.9884
H -0.6526 -1.8656 2.3079
C -4.5239 2.8839 -0.7553
O -4.5269 1.4557 -0.5256
C -3.3906 0.8388 -0.4001
O -2.2731 1.3796 -0.4479
N -3.5388 -0.4848 -0.2273
N -2.4149 -1.2929 0.0247
H -5.4119 3.0958 -1.3394
H -3.6257 3.1809 -1.2910
H -4.5799 3.4015 0.2006
H -4.4594 -0.8906 -0.2944
H -2.1740 -1.8035 -0.8289
H -2.6869 -1.9720 0.7263
C 1.2606 4.0725 0.3531
C 0.6069 3.6102 -0.9171
C 0.4134 4.5830 -1.9235
C -0.1201 4.2461 -3.1303
C -0.4781 2.9018 -3.3740
C -1.0776 2.4413 -4.5718
Br -1.3360 3.6272 -6.0231
C -1.4943 1.1458 -4.6930
C -1.2834 0.2590 -3.6337
Br -1.9400 -1.5168 -3.7205
C -0.6241 0.6305 -2.4828
O -0.3731 -0.2383 -1.4964
C -0.2498 1.9891 -2.3213
N 0.2709 2.3423 -1.0998
H 2.2590 4.4515 0.1267
H 1.3352 3.2972 1.1064
H 0.6936 4.9026 0.7770
H 0.6978 5.6052 -1.7137
H -0.2780 4.9914 -3.8972
H -1.9867 0.8096 -5.5947
O -0.1991 1.8206 1.7174
C -1.3734 1.8534 2.2456
O -2.1527 0.9081 2.0103
C -1.6847 3.0069 3.1206
C -0.6294 3.6847 3.7244
C -0.8916 4.8020 4.4907
C -2.1768 5.2869 4.6584
C -3.2014 4.6092 4.0245
C -2.9834 3.4674 3.2784
N -4.5808 5.1405 4.1116
O -4.8018 5.9590 4.9704
O -5.3878 4.6695 3.3322
N 0.2456 5.5126 5.1134
O -0.0188 6.3709 5.9207
O 1.3593 5.1806 4.7500
H 0.3918 3.3550 3.6089
H -2.3694 6.1691 5.2536
H -3.8243 2.9610 2.8255
C 3.3908 -6.5603 0.9722
C 2.7131 -5.8460 1.9455
C 2.0413 -4.6766 1.6097
C 2.0530 -4.2086 0.3015
C 2.7410 -4.9299 -0.6710
C 3.4019 -6.1008 -0.3392
Sb 0.8852 -2.5060 -0.3637
C -0.3390 -3.8465 -1.5106
C -0.0422 -4.2774 -2.7962
C -0.7740 -5.3126 -3.3608
C -1.8053 -5.9148 -2.6527
C -2.1134 -5.4775 -1.3730
C -1.3815 -4.4443 -0.8056
C 2.3887 -1.8522 -1.7593
C 3.7333 -1.9030 -1.3890
C 4.7120 -1.4171 -2.2440
C 4.3585 -0.8932 -3.4810
C 3.0270 -0.8683 -3.8686
C 2.0433 -1.3360 -3.0065
H 3.9097 -7.4728 1.2333
H 2.7030 -6.1988 2.9686
H 1.4987 -4.1472 2.3864
H 2.7634 -4.5763 -1.6937
H 3.9198 -6.6566 -1.1099
H 0.7595 -3.8144 -3.3593
H -0.5319 -5.6606 -4.3568
H -2.3619 -6.7324 -3.0904
H -2.9112 -5.9463 -0.8110
H -1.5934 -4.1422 0.2188
H 4.0271 -2.3635 -0.4528
H 5.7528 -1.4648 -1.9510
H 5.1238 -0.5147 -4.1456
H 2.7572 -0.4990 -4.8499
H 1.0041 -1.3208 -3.3159
```

Summary:
Relative energy (zero: lowest compared OMol25 entry of this formula, charge and spin) ... 1.1322 eV
Charge ... +2
LUMO energy ... -0.2020 Ha
Largest force on an atom ... 1.9 eV/A
Multiplicity ... 1